The following is a quantum chemistry calculation of an isolated molecule of C13H18N4O3S at a distorted geometry, from the Open Molecules 2025 dataset.

Results
Energy relative to the best compared isomer or geometry (same formula, charge and spin) = 6.4 kcal per mole
E_HOMO = -9.175 eV
DFT total energy = -1349.152404 a.u.
Orbital gap = 9.453 eV

Each line ends with the Löwdin charge.
Atoms and positions in Å:
C  -1.310  3.053  0.858  0.0212
C  -1.682  1.586  0.627  -0.5041
O  -1.429  0.777  1.497  0.0181
N  -2.075  1.130  -0.600  0.0937
C  -2.555  -0.263  -0.858  -0.2559
C  -3.423  -0.140  -2.113  -0.4798
S  -4.282  -1.750  -2.536  0.6790
C  -1.375  -1.253  -0.990  -0.4103
O  -1.376  -2.181  -1.757  0.0267
N  -0.254  -1.062  -0.197  0.1153
C  0.774  -2.113  -0.014  -0.1763
C  2.157  -1.557  -0.469  -0.0784
C  2.487  -0.130  -0.001  -0.2090
C  2.367  0.923  -0.907  -0.0331
C  2.740  2.182  -0.430  -0.0722
C  3.243  2.381  0.877  -0.1563
N  3.338  1.351  1.711  0.0555
C  2.987  0.102  1.289  -0.0700
C  0.813  -2.637  1.449  -0.4794
N  0.292  -1.965  2.529  0.1717
O  1.392  -3.683  1.695  0.0398
H  -2.102  3.652  1.309  0.0847
H  -1.027  3.469  -0.099  0.0703
H  -0.477  3.099  1.561  0.0874
H  -2.153  1.845  -1.340  0.1520
H  -3.130  -0.610  0.001  0.1539
H  -4.216  0.622  -1.931  0.0872
H  -2.828  0.159  -2.989  0.0796
H  -3.203  -2.607  -2.366  -0.1169
H  -0.353  -0.348  0.535  0.0866
H  0.527  -3.003  -0.603  0.1506
H  2.940  -2.277  -0.097  0.1382
H  2.198  -1.579  -1.553  0.1122
H  1.988  0.807  -1.894  0.1050
H  2.697  3.056  -1.089  0.0974
H  3.493  3.399  1.213  0.1056
H  3.042  -0.733  1.958  0.1072
H  -0.344  -1.183  2.344  0.0770
H  0.123  -2.518  3.378  0.1258

The following is a quantum chemistry calculation of a cluster of 2 separate species, C3H5ClO2 in total at a distorted geometry, from the Open Molecules 2025 dataset.

Results
Energy relative to the best compared isomer or geometry (same formula, charge and spin) = 70.5 kcal per mole
E_HOMO (spin up / spin down) = -8.879 / -8.878 eV
DFT total energy = -727.885484 a.u.
Orbital gap (spin up / spin down) = 8.760 / 8.759 eV

Each line ends with the Löwdin charge.
Atoms and positions in Å:
C  0.806  -0.775  -0.833  -0.3106
C  -0.198  1.139  0.922  -0.1959
C  -0.869  0.332  -0.088  -0.6462
O  1.334  0.126  -1.448  0.0159
O  1.191  -2.131  -1.051  0.0593
Cl  -1.984  -0.910  0.371  0.6137
H  -1.029  0.884  -1.061  0.1077
H  -0.212  0.585  1.870  0.0661
H  -0.748  2.173  1.096  0.1246
H  0.921  1.237  0.619  0.1086
H  0.788  -2.660  -0.396  0.0569

The following is a quantum chemistry calculation of a cluster of 6 separate species, C27H70N6O11 in total at a distorted geometry, from the Open Molecules 2025 dataset.

Results
E_HOMO = -8.342 eV
DFT total energy = -2226.636487 a.u.
Orbital gap = 8.971 eV

Each line ends with the Löwdin charge.
Atoms and positions in Å:
C  -37.331  10.664  -8.383  -0.1079
O  -36.050  10.689  -7.801  -0.2166
C  -35.289  11.794  -8.223  -0.2444
C  -33.802  11.485  -8.099  -0.2089
N  -33.187  11.286  -6.779  -0.0482
C  -33.800  10.162  -6.042  -0.1995
C  -32.723  9.513  -5.183  -0.2307
O  -32.163  10.277  -4.124  -0.1702
C  -33.086  10.558  -3.093  -0.1159
H  -37.770  11.653  -8.188  0.0878
H  -38.018  9.961  -7.914  0.0847
H  -37.279  10.462  -9.457  0.0901
H  -35.747  12.717  -7.841  0.1256
H  -35.369  11.930  -9.314  0.1164
H  -33.210  12.313  -8.497  0.1178
H  -33.758  10.652  -8.816  0.1186
H  -32.186  11.184  -6.873  0.0994
H  -34.237  9.367  -6.650  0.1166
H  -34.550  10.672  -5.435  0.1094
H  -31.868  9.218  -5.798  0.1242
H  -33.099  8.553  -4.813  0.0903
H  -33.143  11.624  -2.855  0.0903
H  -32.764  9.976  -2.224  0.0610
H  -34.126  10.286  -3.287  0.0702
C  -37.453  5.921  -0.418  -0.0834
O  -36.921  4.600  -0.386  -0.2020
C  -37.481  3.716  0.549  -0.2180
C  -36.950  3.991  1.967  -0.2233
N  -35.506  4.148  1.963  -0.0624
C  -34.885  4.756  3.124  -0.2165
C  -33.496  5.263  2.924  -0.2267
O  -33.333  6.565  3.464  -0.1789
C  -31.987  6.986  3.558  -0.1102
H  -36.749  6.497  -1.019  0.0555
H  -37.742  6.405  0.511  0.0986
H  -38.293  5.915  -1.122  0.0901
H  -37.311  2.666  0.323  0.1208
H  -38.564  3.854  0.644  0.1192
H  -37.126  3.060  2.522  0.1144
H  -37.469  4.790  2.513  0.1089
H  -35.272  4.636  1.103  0.0975
H  -34.974  4.048  3.955  0.1187
H  -35.448  5.605  3.548  0.1182
H  -33.221  5.383  1.862  0.1078
H  -32.750  4.506  3.205  0.1276
H  -31.660  6.966  4.602  0.0917
H  -32.030  8.080  3.453  0.0680
H  -31.296  6.630  2.797  0.0867
C  -38.171  9.999  -1.922  -0.1060
O  -37.680  8.740  -2.307  -0.2032
C  -37.334  8.637  -3.677  -0.2325
C  -36.313  7.584  -3.946  -0.1973
N  -35.027  7.768  -3.255  -0.0443
C  -34.397  6.479  -2.870  -0.1683
C  -33.049  6.815  -2.286  -0.2315
O  -33.133  7.114  -0.914  -0.2034
C  -31.973  7.006  -0.118  -0.0971
H  -37.319  10.636  -1.654  0.0845
H  -38.843  10.007  -1.067  0.0928
H  -38.665  10.503  -2.760  0.0861
H  -37.023  9.579  -4.149  0.1223
H  -38.267  8.349  -4.174  0.1280
H  -36.084  7.559  -5.012  0.1225
H  -36.796  6.674  -3.562  0.1175
H  -35.155  8.276  -2.383  0.0715
H  -34.154  6.086  -3.862  0.1241
H  -34.936  5.792  -2.213  0.1185
H  -32.476  7.584  -2.814  0.1144
H  -32.390  5.958  -2.515  0.1233
H  -31.627  5.976  -0.259  0.0931
H  -32.085  7.223  0.940  0.0574
H  -31.084  7.569  -0.429  0.0939
C  -37.024  11.158  4.351  -0.1015
O  -35.825  11.573  3.727  -0.1901
C  -34.973  12.419  4.459  -0.2049
C  -34.213  11.710  5.615  -0.1897
N  -32.969  11.143  5.101  -0.0624
C  -32.383  10.307  6.114  -0.2295
C  -30.923  10.098  5.734  -0.2394
O  -30.147  9.248  6.572  -0.1698
C  -30.082  9.744  7.883  -0.1349
H  -36.772  10.693  5.312  0.0740
H  -37.527  10.392  3.768  0.0845
H  -37.723  11.947  4.644  0.0873
H  -35.522  13.272  4.880  0.1153
H  -34.296  12.864  3.732  0.1010
H  -34.825  10.913  6.052  0.1077
H  -33.980  12.476  6.357  0.1162
H  -33.120  10.689  4.206  0.1057
H  -32.765  9.275  6.127  0.1346
H  -32.372  10.893  7.033  0.1132
H  -30.491  11.098  5.595  0.1220
H  -30.873  9.685  4.725  0.0986
H  -29.434  9.142  8.518  0.0858
H  -31.043  9.862  8.394  0.0780
H  -29.632  10.748  7.876  0.0901
N  -31.307  12.026  0.304  0.1597
C  -31.298  11.949  1.669  -0.6761
N  -31.998  12.944  2.241  0.1712
O  -30.872  10.980  2.307  0.0056
H  -31.213  12.929  -0.122  0.0991
H  -30.954  11.225  -0.192  0.1059
H  -31.919  13.146  3.222  0.1034
H  -32.508  13.523  1.601  0.1018
O  -36.324  9.765  1.025  -0.0442
C  -35.422  9.116  0.146  -0.2335
C  -34.043  9.742  0.258  -0.2582
O  -33.636  9.709  1.611  -0.0554
H  -36.063  9.530  1.924  0.0724
H  -35.265  8.039  0.264  0.1133
H  -35.778  9.238  -0.876  0.0801
H  -34.000  10.781  -0.111  0.1103
H  -33.292  9.364  -0.450  0.0774
H  -32.675  9.782  1.672  0.0472

The following is a quantum chemistry calculation of a cluster of 5 separate species, C7H11Cl13 in total at a distorted geometry, from the Open Molecules 2025 dataset.

Results
Energy relative to the best compared isomer or geometry (same formula, charge and spin) = 4.1 kcal per mole
E_HOMO = -10.697 eV
DFT total energy = -6255.806878 a.u.
Orbital gap = 11.032 eV

Each line ends with the Löwdin charge.
Atoms and positions in Å:
Cl  24.138  -6.441  25.413  0.5285
C  25.196  -6.412  26.825  -1.5532
Cl  26.664  -5.504  26.550  0.5329
Cl  25.598  -8.038  27.398  0.5205
H  24.610  -5.948  27.607  0.0083
Cl  29.490  -2.974  25.648  0.5023
C  29.998  -3.384  27.309  -1.5684
Cl  30.493  -5.047  27.378  0.5464
Cl  28.728  -2.998  28.465  0.5287
H  30.860  -2.791  27.588  0.0099
Cl  31.622  -10.155  29.477  0.5136
C  30.628  -11.170  28.414  -1.5579
Cl  29.133  -11.635  29.228  0.5178
Cl  31.530  -12.583  27.866  0.5356
H  30.356  -10.517  27.594  -0.0539
Cl  29.320  -13.508  23.408  0.5753
C  28.726  -13.847  25.015  -0.7066
C  27.552  -12.967  25.410  -0.6890
Cl  26.845  -13.509  26.924  0.5643
H  29.518  -13.672  25.745  0.0416
H  28.477  -14.905  25.047  0.0651
H  26.796  -12.944  24.624  0.0714
H  27.861  -11.933  25.543  0.0137
Cl  26.976  -8.125  23.178  0.5454
C  28.719  -7.855  23.352  -0.6573
C  29.202  -7.867  24.795  -0.6757
Cl  28.773  -9.317  25.682  0.6011
H  28.996  -6.874  22.963  0.0776
H  29.240  -8.597  22.751  0.0702
H  28.793  -7.039  25.366  0.0111
H  30.284  -7.751  24.722  0.0806

Question: What is the DFT total energy in the third record?
Answer: -2226.636487 a.u.